C8H9ClN3OS | the ωB97M-V functional and the def2-TZVPD basis

The geometry in ORCA input format:
```
! wB97M-V def2-TZVPD RIJCOSX def2/J DEFGRID3
* xyz 1 1
C 2.14 1.84 -1.17
C -0.61 -0.74 2.85
C -2.66 -0.10 1.77
C -0.69 -1.01 1.50
C 1.00 1.79 -1.92
C 0.98 0.05 -0.57
C -0.99 0.28 -2.04
C 0.31 -1.68 0.70
N -1.86 -0.63 0.92
N 0.29 0.68 -1.52
N 2.09 0.75 -0.34
O 1.42 -2.08 1.30
S -2.05 -0.02 3.40
Cl 0.44 2.83 -3.14
H 2.94 2.55 -1.17
H 0.20 -0.97 3.51
H -3.63 0.26 1.52
H -1.53 -0.29 -1.29
H -1.56 1.18 -2.29
H -0.87 -0.31 -2.95
H -0.06 -2.20 -0.17
H 2.79 0.52 0.35
H 1.91 -2.73 0.77
*
```

Its LUMO energy is -0.139 hartree. The orbital gap comes out at 0.323 hartree. As for the energy relative to the best compared isomer or geometry (same formula, charge and spin): 9.96 kcal/mol.